Record 1
Computed, not measured: a molecular structure, C20H25CoF15N2NaO16, with wB97M-V/def2-TZVPD.

Positions of all 80 atoms, in Å:
Co: -14.5951 8.4819 -1.5876
Na: -13.0055 8.1466 -6.0048
N: -15.1768 10.3652 -4.0047
O: -15.1949 10.0087 -2.8224
O: -15.4534 11.5037 -4.3575
O: -14.8767 9.4634 -4.8059
N: -11.6586 8.2556 -2.5862
O: -11.6332 8.0196 -3.7624
O: -10.9167 7.6092 -1.8469
O: -12.5375 8.9789 -2.1770
C: -12.7720 9.9779 2.8191
C: -12.3134 10.5230 1.4043
O: -13.1915 11.5573 0.9237
C: -14.3233 11.1427 0.2255
O: -14.5309 10.0219 -0.1940
C: -15.3104 12.3797 0.1603
F: -15.0927 12.9534 -0.9922
F: -16.5976 12.0114 0.2593
F: -15.0956 13.3269 1.0817
H: -12.7272 10.7931 3.5414
H: -12.1685 9.1084 3.0795
H: -13.8017 9.6302 2.7356
H: -12.3138 9.6874 0.7044
H: -11.3261 10.9849 1.4037
C: -18.0964 13.2938 -4.6863
C: -19.2675 14.0596 -5.2722
O: -19.0976 14.1617 -6.6785
C: -18.6044 15.3476 -7.2162
O: -18.4362 16.3910 -6.5702
C: -18.1391 15.2706 -8.7447
F: -18.4429 14.1595 -9.3392
F: -18.7728 16.3091 -9.3399
F: -16.7870 15.4790 -8.7572
H: -17.1326 13.6896 -5.0068
H: -18.2450 12.2463 -4.9482
H: -18.1827 13.3958 -3.6045
H: -19.4564 14.9805 -4.7206
H: -20.2016 13.5234 -5.1042
C: -14.6527 12.8550 -7.4476
C: -14.3544 11.3882 -7.5671
O: -14.0704 11.0513 -8.9176
C: -13.6195 9.8974 -9.1636
O: -13.5872 9.0183 -8.2868
C: -12.9797 9.7516 -10.5519
F: -12.3876 10.8706 -10.8900
F: -12.0561 8.7490 -10.4266
F: -13.9027 9.4899 -11.4496
H: -14.9918 13.0932 -6.4395
H: -15.4512 13.3138 -8.0307
H: -13.7331 13.4154 -7.6159
H: -15.2367 10.7728 -7.3914
H: -13.4972 11.2118 -6.9173
C: -18.7673 9.6761 -3.0577
C: -19.6205 9.6025 -1.8548
O: -19.5788 10.8956 -1.1445
C: -20.2304 11.9490 -1.5862
O: -20.8705 11.9788 -2.6736
C: -20.0305 13.1765 -0.6321
F: -21.0264 14.0843 -0.7477
F: -19.8972 12.7590 0.6632
F: -18.9187 13.7519 -0.9537
H: -17.7513 9.9370 -2.7613
H: -19.0888 10.3734 -3.8314
H: -18.6984 8.7041 -3.5460
H: -19.1800 8.9576 -1.0944
H: -20.6670 9.3393 -2.0082
C: -11.8278 11.9140 -3.8573
C: -11.3069 12.6071 -5.1288
O: -10.2494 11.8198 -5.6172
C: -10.4501 10.6566 -6.2257
O: -11.4991 10.0431 -6.2976
C: -9.1263 10.0493 -6.7772
F: -9.2805 9.9273 -8.0788
F: -8.0776 10.8538 -6.5879
F: -8.9482 8.8360 -6.1708
H: -12.3485 12.6561 -3.2522
H: -11.0503 11.5191 -3.2033
H: -12.6210 11.2314 -4.1624
H: -10.8494 13.5593 -4.8603
H: -12.0783 12.8760 -5.8504

Calculated values
HOMO-LUMO gap (alpha / beta) in eV: 6.6 / 6.3
Strongest force on any atom in eV/A: 6.98
⟨S²⟩: 3.755
Highest occupied orbital energy (alpha / beta) in eV: -12.7255 / -12.7255
Multiplicity: 4
Charge: +1

Mulliken population analysis, charges in e, atoms 1 to 4: atom 1 (Co): 1.02, atom 2 (Na): 0.98, atom 3 (N): 0.89, atom 4 (O): -0.14

***

Record 2
Computed, not measured: a molecular structure, C20H25FN2O, with wB97M-V/def2-TZVPD.

Positions of all 49 atoms, in Å:
C: 2.4653 -0.7178 -1.6813
C: 1.3244 -0.1899 -0.8155
C: 1.0883 -0.4159 0.4834
C: -0.1589 0.4804 0.6777
C: -0.6995 1.0768 -0.5756
N: 0.3770 0.8362 -1.5338
C: 0.3869 1.3679 -2.8629
C: -0.7441 0.7858 -3.7236
C: -0.7438 1.2173 -5.0655
C: 0.3329 1.9356 -5.4559
C: 1.6867 2.1449 -4.7934
C: 1.5506 1.7187 -3.5462
H: 2.1458 2.0061 -2.7774
H: 2.4324 2.6972 -5.1352
F: 0.2934 2.2353 -6.8404
H: -1.5382 1.2336 -5.6207
H: -1.6687 0.4666 -3.1612
C: -1.5720 2.1848 -0.8280
H: -2.4173 1.4169 -1.0959
H: -1.1848 2.8746 -1.5928
H: -1.8536 2.5553 0.0119
C: -0.6054 0.8182 1.8491
O: -1.6113 1.4154 2.0706
C: -0.0361 0.0894 3.0997
N: -0.0097 -1.7395 2.7167
C: -1.2977 -2.1794 2.6286
C: -2.3245 -2.2759 3.8390
C: -1.2393 -3.2550 4.8510
C: -0.0168 -2.2827 5.1316
C: 0.8037 -3.1548 6.2012
H: 1.8008 -2.7834 6.3397
H: 0.1864 -3.4514 6.9944
H: 1.1029 -4.2024 5.7491
C: 0.5915 -2.1392 3.8258
H: 1.5897 -1.6033 4.0092
H: 1.1586 -3.2508 3.4380
H: -0.3544 -1.5935 5.5617
H: -1.7999 -3.0585 5.8623
H: -1.0902 -4.1367 4.4442
H: -2.3025 -1.3379 4.1370
H: -3.0606 -2.7768 3.6780
H: -1.6611 -1.3213 1.7843
H: -1.0831 -3.0121 2.0264
H: 0.7289 0.4638 3.2476
H: -0.7590 0.1458 3.8463
H: 1.4672 -0.9552 1.2085
H: 2.6826 -1.6149 -1.1544
H: 3.1670 -0.0533 -1.7180
H: 2.0985 -1.1598 -2.7821

Calculated values
HOMO-LUMO gap in eV: 7.7
Strongest force on any atom in eV/A: 16.00
Highest occupied orbital energy in eV: -7.9920
Energy above the lowest of the compared OMol25 structures with the same formula, charge and spin in kcal per mole: 402.0

natural (NBO) population analysis, charges in e, atoms 1 to 4: atom 1 (C): -0.63, atom 2 (C): 0.21, atom 3 (C): -0.24, atom 4 (C): -0.24

***

Record 3
Computed, not measured: 3 unconnected molecules or ions with the total composition C20H25FN4O8S, with wB97M-V/def2-TZVPD.

Positions of all 59 atoms, in Å:
C: -5.6326 2.2141 -2.9152
C: -5.6123 0.7091 -2.9750
O: -6.5659 0.0906 -3.3264
N: -4.3620 0.0659 -2.5222
C: -4.5092 -0.8685 -1.4591
C: -3.2152 -1.3758 -0.8681
O: -5.5792 -1.1437 -0.9940
N: -3.4455 -0.2659 -3.5533
C: -2.9777 0.8700 -4.3750
C: -1.4673 0.8695 -4.7561
C: -1.2441 0.8043 -6.2776
C: -0.6458 -0.1796 -4.0221
S: -3.7272 -1.6764 -4.3722
O: -3.1927 -1.5406 -5.6800
O: -5.0366 -2.1723 -4.1811
F: -2.7790 -2.6524 -3.6164
H: -5.0125 2.6179 -3.7168
H: -6.6496 2.5479 -3.0965
H: -5.2627 2.5893 -1.9623
H: -2.4224 -1.5042 -1.5964
H: -2.8654 -0.5902 -0.1917
H: -3.4036 -2.2787 -0.2984
H: -3.1192 1.7369 -3.7370
H: -3.5859 0.9801 -5.2726
H: -1.0696 1.8376 -4.4391
H: -2.0111 1.3388 -6.8350
H: -0.2763 1.2636 -6.4911
H: -1.1689 -0.2335 -6.5964
H: -0.8180 -1.1814 -4.4208
H: 0.4225 0.0261 -4.0669
H: -0.9185 -0.2192 -2.9727
C: 1.2821 -2.3924 3.4802
C: 1.8862 -1.1633 3.2479
C: 1.7387 -0.5378 2.0205
C: 0.9801 -1.1606 1.0463
C: 0.3744 -2.3870 1.2556
C: 0.5304 -3.0048 2.4852
N: 0.8001 -0.4946 -0.2535
O: 1.3505 0.5723 -0.4281
O: 0.1003 -1.0522 -1.0805
H: 1.3966 -2.8758 4.4419
H: 2.4711 -0.6880 4.0196
H: 2.2077 0.4173 1.8350
H: -0.2090 -2.8532 0.4754
H: 0.0633 -3.9630 2.6674
C: 6.7657 1.1887 7.8690
C: 7.4823 1.7081 6.7989
C: 6.8860 1.8247 5.5539
C: 5.5729 1.4182 5.4056
C: 4.8433 0.8940 6.4569
C: 5.4498 0.7796 7.6972
N: 4.9307 1.5579 4.0885
O: 5.5963 2.0038 3.1792
O: 3.7649 1.2175 3.9886
H: 7.2339 1.1037 8.8407
H: 8.5071 2.0251 6.9342
H: 7.4350 2.2268 4.7156
H: 3.8194 0.5820 6.3152
H: 4.8938 0.3738 8.5310

Calculated values
HOMO-LUMO gap in eV: 8.7
Strongest force on any atom in eV/A: 1.31
Structure (SMILES): CC(=O)N(C(C)=O)N(CC(C)C)S(=O)(=O)F.O=[N+]([O-])c1ccccc1.O=[N+]([O-])c1ccccc1
Highest occupied orbital energy in eV: -9.5698

natural (NBO) population analysis, charges in e, atoms 1 to 4: atom 1 (C): -0.72, atom 2 (C): 0.70, atom 3 (O): -0.45, atom 4 (N): -0.40

***

| no. | electronic energy (hartree) |
| --- | --- |
| 1 | -5133.06393 |
| 2 | -1061.11427 |
| 3 | -2095.87647 |